Record 1
A molecular structure, C5H8O, computed with ωB97M-V with the def2-TZVPD basis set.

The relative energy (zero: lowest compared OMol25 entry of this formula, charge and spin) comes out at 117.2 kcal per mole. The spin multiplicity is 1. The calculation puts the frontier orbital gap (alpha / beta) at 0.2386 / 0.2386 hartree. The molar mass comes out at 84.1 Da.

Last column: Löwdin charge in e.
Element x y z (Å)
1 O -0.7136 1.9591 -1.3282  -0.01
2 C -0.1735 1.3866 -0.3843  -0.55
3 C -1.1585 0.2446 0.3166  -0.09
4 C -0.6282 -0.9423 -0.3256  -0.20
5 C 0.6646 -1.3660 0.0234  0.05
6 C 1.1178 1.3641 0.1134  -0.04
7 H -0.9771 0.2894 1.3937  0.12
8 H -2.1941 0.4682 0.0669  0.11
9 H -0.4407 -2.0731 0.3305  0.20
10 H -1.0226 -1.2600 -1.2890  0.15
11 H 1.2518 -2.0035 -0.6315  0.11
12 H 1.0732 -1.0857 0.9852  0.09
13 H 1.3309 1.0707 1.1359  0.03
14 H 1.8700 1.9478 -0.4069  0.04

=====

Record 2
C24H44BrClNO6PS in the gas phase at a distorted geometry, computed with ωB97M-V with the def2-TZVPD basis set.

Its SMILES is C#CCCC[C@@H]1[C@@](Cl)([C@@H](C)CCC)[C@@H](CCCN)S(=O)(=O)O[C@@]1(Br)CCCP(=O)(OCC)OCC. The spin multiplicity is 1. The calculation puts the frontier orbital gap at 0.3602 hartree. The molar mass comes out at 621.0 Da.

Last column: Löwdin charge in e.
Element x y z (Å)
1 C 4.4581 0.7889 -2.5162  0.10
2 C 3.7282 -0.1747 -2.5538  -0.14
3 C 2.9301 -1.4299 -2.5372  -0.17
4 C 3.1707 -2.1127 -1.1560  -0.17
5 C 1.8774 -2.3214 -0.3378  -0.20
6 C 1.1221 -1.0164 0.0152  -0.27
7 C -0.4145 -1.3597 0.0300  -0.74
8 Br -0.7984 -3.0616 0.9446  0.88
9 C -0.9274 -1.3886 -1.4305  -0.18
10 C -2.4069 -1.7874 -1.5799  -0.22
11 C -3.4178 -0.6221 -1.3706  -0.18
12 P -4.9258 -1.2771 -0.5795  0.52
13 O -4.5418 -2.0062 0.6311  -0.27
14 O -5.9506 -0.0916 -0.1590  -0.22
15 C -5.8373 0.2958 1.2280  -0.28
16 C -6.4301 1.7135 1.3801  -0.07
17 O -5.7633 -2.2992 -1.5194  -0.18
18 C -5.6222 -2.1102 -2.9362  -0.27
19 C -6.1659 -0.7522 -3.4681  -0.07
20 O -1.2334 -0.3943 0.7154  -0.27
21 S -0.7313 1.1231 0.6668  0.63
22 O -1.4310 1.8009 1.7082  -0.26
23 O -1.0185 1.7710 -0.5771  -0.25
24 C 1.0362 1.2290 1.1081  -0.31
25 C 1.7180 2.0507 -0.0090  -0.21
26 C 1.5206 3.5717 0.1465  -0.16
27 C 2.5700 4.3175 -0.7348  -0.27
28 N 1.9182 5.3691 -1.5415  -0.01
29 C 1.6174 -0.2212 1.2488  -0.59
30 Cl 0.9141 -0.8165 2.8322  0.78
31 C 3.1598 -0.1986 1.4820  -0.32
32 C 3.6026 1.0017 2.3662  -0.05
33 C 3.7733 -1.5189 2.0522  -0.19
34 C 4.5225 -1.4824 3.4043  -0.25
35 C 3.6279 -1.4469 4.6714  -0.12
36 H 5.3165 1.4092 -2.4069  0.03
37 H 1.8742 -1.1840 -2.6766  0.10
38 H 3.3416 -2.0336 -3.3480  0.12
39 H 3.9726 -1.6220 -0.6089  0.08
40 H 3.5372 -3.1266 -1.3717  0.12
41 H 1.2328 -2.8957 -1.0157  0.09
42 H 2.0223 -2.9926 0.5085  0.09
43 H 1.2273 -0.3799 -0.8763  0.12
44 H -0.3368 -2.0543 -2.0673  0.11
45 H -0.8261 -0.3823 -1.8631  0.12
46 H -2.5335 -2.1230 -2.6177  0.10
47 H -2.7184 -2.6319 -0.9580  0.07
48 H -3.6970 -0.2207 -2.3542  0.09
49 H -3.0514 0.2100 -0.7684  0.08
50 H -6.3918 -0.4125 1.8474  0.12
51 H -4.7994 0.3607 1.5635  0.11
52 H -7.3836 1.7976 0.8563  0.07
53 H -6.5082 1.8976 2.4557  0.08
54 H -5.6823 2.3987 0.9670  0.07
55 H -6.2188 -2.8997 -3.4041  0.11
56 H -4.5984 -2.2894 -3.2868  0.09
57 H -5.3695 -0.2092 -3.9825  0.07
58 H -6.9574 -0.9584 -4.1949  0.07
59 H -6.6081 -0.1858 -2.6435  0.07
60 H 1.1445 1.7554 2.0554  0.12
61 H 1.4142 1.7210 -1.0085  0.12
62 H 2.8031 1.8961 0.0089  0.09
63 H 1.7366 3.8556 1.1848  0.11
64 H 0.5365 3.9087 -0.1813  0.11
65 H 3.3270 4.8060 -0.1028  0.10
66 H 3.1172 3.6135 -1.3733  0.10
67 H 2.3740 5.4737 -2.4387  0.06
68 H 1.9728 6.2507 -1.0487  0.06
69 H 3.5957 0.0320 0.4991  0.11
70 H 4.6959 0.9917 2.3538  0.09
71 H 3.1960 0.9542 3.3772  0.07
72 H 3.3239 1.9709 1.9422  0.07
73 H 4.5112 -1.8654 1.3134  0.10
74 H 3.0572 -2.3421 2.1290  0.09
75 H 5.3387 -0.7554 3.4513  0.10
76 H 5.0331 -2.4554 3.4732  0.10
77 H 2.7538 -2.0710 4.4804  0.04
78 H 3.3877 -0.4386 5.0139  0.06
79 H 4.1860 -1.9166 5.4925  0.07

=====

Record 3
2 unconnected molecules or ions with the total composition C5H10 at a distorted geometry, computed with ωB97M-V with the def2-TZVPD basis set.

The relative energy (zero: lowest compared OMol25 entry of this formula, charge and spin) comes out at 137.1 kcal per mole. The spin multiplicity is 1. The calculation puts the frontier orbital gap (alpha / beta) at 0.3394 / 0.3090 hartree. The molar mass comes out at 70.1 Da.

Last column: Löwdin charge in e.
Element x y z (Å)
1 C -1.2650 0.2058 0.9137  -0.14
2 C -1.0679 -1.2330 0.6106  -0.14
3 C 0.0093 -0.2778 0.3087  -0.27
4 C 0.3766 1.0125 -2.2544  0.12
5 C 1.3527 -0.2778 0.8359  -0.09
6 H -1.8136 0.8944 0.2411  0.10
7 H -1.1794 0.6477 1.9055  0.10
8 H -1.0600 -1.8441 1.4792  0.09
9 H -1.5454 -1.7176 -0.2616  0.11
10 H 1.4089 1.0533 -2.2200  -0.03
11 H -0.1555 1.6642 -1.6436  -0.04
12 H -0.1796 0.7352 -3.0683  -0.04
13 H 1.7330 -1.3900 1.0612  0.13
14 H 1.2836 0.1848 1.7225  0.02
15 H 2.1023 0.3424 0.3696  0.07

=====

Record 4
A gas-phase ion, C11H12NOS (charge +1), computed with ωB97M-V with the def2-TZVPD basis set.

The relative energy (zero: lowest compared OMol25 entry of this formula, charge and spin) comes out at 0.0 kcal per mole. The spin multiplicity is 1. The calculation puts the frontier orbital gap at 0.3001 hartree. Its charge is +1. The molar mass comes out at 206.3 Da.

Last column: Löwdin charge in e.
Element x y z (Å)
1 C -1.5264 -3.7388 0.1764  -0.05
2 C -0.6030 -2.5773 -0.0488  -0.19
3 O -0.9291 -1.5532 0.9406  0.01
4 C -0.1175 -0.5103 1.0122  -0.24
5 N 0.6682 -0.4803 2.0872  0.19
6 C 1.5436 0.5419 2.3613  -0.02
7 C 1.6369 1.5689 1.5093  0.02
8 C 0.8345 1.6024 0.3351  -0.11
9 C 0.8861 2.6686 -0.5737  -0.03
10 C 0.0849 2.6681 -1.6888  -0.57
11 S 0.1010 4.0497 -2.8118  0.83
12 C -0.8175 1.6003 -1.9158  -0.05
13 C -0.8926 0.5515 -1.0505  0.02
14 C -0.0699 0.5390 0.0909  -0.06
15 H -1.3260 -4.4894 -0.5831  0.09
16 H -1.3887 -4.1734 1.1608  0.09
17 H -2.5593 -3.4189 0.0708  0.09
18 H -0.7211 -2.1555 -1.0470  0.11
19 H 0.4436 -2.8548 0.0785  0.13
20 H 0.5845 -1.2524 2.7361  0.19
21 H 2.1095 0.4639 3.2733  0.14
22 H 2.3172 2.3814 1.7060  0.13
23 H 1.5487 3.5015 -0.3953  0.12
24 H 1.2376 3.6948 -3.4139  -0.11
25 H -1.4513 1.6241 -2.7881  0.12
26 H -1.5940 -0.2519 -1.2217  0.13

=====

Record 5
C3H7IN2 in the gas phase at a distorted geometry, computed with ωB97M-V with the def2-TZVPD basis set.

Its SMILES is C=C(I)N(C)N. The relative energy (zero: lowest compared OMol25 entry of this formula, charge and spin) comes out at 116.1 kcal per mole. The spin multiplicity is 1. The calculation puts the frontier orbital gap (alpha / beta) at 0.2818 / 0.2819 hartree. The molar mass comes out at 198.0 Da.

Last column: Löwdin charge in e.
Element x y z (Å)
1 C 0.9852 2.3506 0.3841  -0.06
2 C 1.0876 0.4962 0.2429  -0.66
3 C -1.1269 -0.3029 -0.3490  -0.04
4 N 0.4860 -1.8198 0.4544  0.02
5 N 0.1789 -0.4639 0.2478  -0.34
6 I 3.0766 -0.0051 0.7220  0.83
7 H 1.8702 2.7500 -0.0609  -0.07
8 H 0.0327 2.6699 -0.0137  -0.06
9 H -1.4482 0.7312 -0.2793  0.08
10 H -1.0988 -0.6152 -1.3994  0.10
11 H -1.8182 -0.9536 0.1871  0.09
12 H 0.9734 -1.9574 1.3357  0.05
13 H 1.0904 -2.1772 -0.2893  0.08

=====

Record 6
C4H6N2 in the gas phase, computed with ωB97M-V with the def2-TZVPD basis set.

The relative energy (zero: lowest compared OMol25 entry of this formula, charge and spin) comes out at 145.9 kcal per mole. The spin multiplicity is 1. The calculation puts the frontier orbital gap at 0.3053 hartree. The molar mass comes out at 82.1 Da.

Last column: Löwdin charge in e.
Element x y z (Å)
1 N -1.8109 -0.0259 -1.6061  0.17
2 C -1.2146 0.5996 -0.7706  -0.14
3 C -0.4428 0.9049 0.3424  -0.25
4 C -0.3671 -0.8734 0.4748  -0.09
5 C 1.1190 -0.5866 0.1251  -0.26
6 N 0.9937 0.8767 0.2761  -0.03
7 H -0.9287 1.4839 1.1279  0.14
8 H -0.4761 -0.9875 1.5655  0.05
9 H -1.5318 -0.9515 -1.0039  0.12
10 H 1.3698 -0.8967 -0.9022  0.10
11 H 1.8703 -1.0087 0.8063  0.10
12 H 1.4194 1.4653 -0.4354  0.11

=====

Record 7
FHINS in the gas phase at a distorted geometry, computed with ωB97M-V with the def2-TZVPD basis set.

The relative energy (zero: lowest compared OMol25 entry of this formula, charge and spin) comes out at 11.7 kcal per mole. The spin multiplicity is 1. The calculation puts the frontier orbital gap (alpha / beta) at 0.2734 / 0.2740 hartree. The molar mass comes out at 193.0 Da.

Last column: Löwdin charge in e.
Element x y z (Å)
1 N 0.1525 -0.7260 0.1483  -0.33
2 F -1.5755 -1.2917 1.9889  -0.41
3 S -0.0377 -1.6622 1.2929  0.67
4 I 1.9790 -1.0963 3.1206  0.07
5 H 0.9373 -0.6630 -0.4216  0.01